Record 1
DFT (ωB97M-V/def2-TZVPD) results for a gas-phase ion, C5H8 (charge +1).

Calculated values
* HOMO-LUMO gap (spin up / spin down): 10.624 / 6.332 eV
* charge: +1
* HOMO level (spin up / spin down): -0.568 / -0.565 Ha
* relative energy (zero: lowest compared OMol25 entry of this formula, charge and spin): 51.0 kcal/mol
* DFT total energy: -194.8840 hartree
* molecular weight: 68.1 g/mol
* multiplicity: 2
* <S²>: 0.75

The geometry in XYZ format:
```
13
C5H8 | the OMol25 dataset | ωB97M-V/def2-TZVPD
C 0.681 -1.376 0.761
C 0.118 -0.406 -0.212
C 0.779 -0.187 -1.359
C -1.077 1.675 0.669
C -1.086 0.540 0.032
H 1.757 -1.472 0.510
H 0.316 -1.029 1.802
H 0.383 -2.429 0.454
H 1.619 -0.691 -1.798
H 0.440 0.480 -2.057
H -0.108 2.161 0.875
H -1.844 2.520 0.709
H -1.978 0.215 -0.384
```

Record 2
DFT (ωB97M-V/def2-TZVPD) results for C5H8N2 in the gas phase.

Calculated values
* HOMO-LUMO gap: 8.888 eV
* charge: 0
* SMILES string: C1=C[C@H]2CN2NC1
* HOMO level: -0.287 Ha
* relative energy (zero: lowest compared OMol25 entry of this formula, charge and spin): 95.1 kcal/mol
* DFT total energy: -304.6839 hartree
* molecular weight: 96.1 g/mol
* multiplicity: 1

The geometry in XYZ format:
```
15
C5H8N2 | the OMol25 dataset | ωB97M-V/def2-TZVPD
C 1.093 0.881 0.429
C -0.130 1.254 0.373
C -1.153 0.116 0.412
C -1.673 -0.367 -0.912
N -0.879 -1.243 0.105
N 0.527 -1.489 -0.092
C 1.337 -0.553 0.581
H 2.016 1.520 0.444
H -0.609 2.305 0.425
H -1.860 0.421 1.209
H -2.690 -0.735 -0.967
H -1.141 -0.054 -1.751
H 0.958 -1.695 -1.050
H 2.421 -0.738 0.358
H 1.216 -0.814 1.607
```

Record 3
DFT (ωB97M-V/def2-TZVPD) results for 2 unconnected molecules or ions with the total composition C4H9N2O.

Calculated values
* HOMO-LUMO gap: 11.164 eV
* charge: +1
* HOMO level: -0.520 Ha
* relative energy (zero: lowest compared OMol25 entry of this formula, charge and spin): 8.1 kcal/mol
* DFT total energy: -342.3443 hartree
* molecular weight: 101.1 g/mol
* multiplicity: 1

The geometry in XYZ format:
```
16
C4H9N2O | the OMol25 dataset | ωB97M-V/def2-TZVPD
C 0.265 -2.072 -1.175
C 0.157 -0.653 -0.845
C 1.125 0.255 -0.575
N 0.509 1.422 -0.172
C -0.802 1.251 -0.202
N -1.035 -0.011 -0.577
H -0.689 -2.572 -1.356
H 0.756 -2.656 -0.396
H 0.804 -2.294 -2.100
H 2.186 0.206 -0.744
H 0.890 2.330 0.065
H -1.561 1.947 0.097
H -1.996 -0.259 -0.696
H -0.865 -0.120 3.227
H 0.318 -0.668 2.483
O -0.118 0.174 2.669
```

Record 4
DFT (ωB97M-V/def2-TZVPD) results for C2H4O2 in the gas phase.

Calculated values
* HOMO-LUMO gap: 11.536 eV
* charge: 0
* SMILES string: O=CCO
* HOMO level: -0.388 Ha
* relative energy (zero: lowest compared OMol25 entry of this formula, charge and spin): 32.8 kcal/mol
* DFT total energy: -229.0543 hartree
* molecular weight: 60.1 g/mol
* multiplicity: 1

The geometry in XYZ format:
```
8
C2H4O2 | the OMol25 dataset | ωB97M-V/def2-TZVPD
O 1.281 -0.612 0.006
C 0.844 0.499 -0.011
C -0.663 0.665 0.035
O -1.291 -0.590 -0.041
H 1.621 1.340 -0.119
H -0.964 1.221 0.932
H -1.086 1.288 -0.826
H -0.581 -1.216 0.155
```

Record 5
DFT (ωB97M-V/def2-TZVPD) results for C2H3Cl2N in the gas phase.

Calculated values
* HOMO-LUMO gap (spin up / spin down): 6.727 / 8.376 eV
* charge: 0
* HOMO level (spin up / spin down): -0.217 / -0.408 Ha
* relative energy (zero: lowest compared OMol25 entry of this formula, charge and spin): 29.3 kcal/mol
* DFT total energy: -1052.9249 hartree
* molecular weight: 112.0 g/mol
* multiplicity: 3
* <S²>: 2.01

The geometry in XYZ format:
```
8
C2H3Cl2N | the OMol25 dataset | ωB97M-V/def2-TZVPD
C -0.956 0.067 -0.369
C 0.813 0.314 0.180
N 1.722 -0.265 0.822
Cl -1.964 1.412 0.059
Cl -1.739 -1.477 -0.010
H -0.669 0.062 -1.348
H 1.038 1.243 -0.241
H 1.755 -1.356 0.906
```

Record 6
DFT (ωB97M-V/def2-TZVPD) results for a molecular structure, C46H38F6IrN2O5P2.

Calculated values
* HOMO-LUMO gap (spin up / spin down): 6.702 / 5.542 eV
* charge: +2
* HOMO level (spin up / spin down): -0.477 / -0.494 Ha
* relative energy (zero: lowest compared OMol25 entry of this formula, charge and spin): 0.0 kcal/mol
* DFT total energy: -3647.2681 hartree
* molecular weight: 1067.0 g/mol
* multiplicity: 2
* <S²>: 0.82

The geometry in XYZ format:
```
100
C46H38F6IrN2O5P2 | the OMol25 dataset | ωB97M-V/def2-TZVPD
Ir -0.255 -0.622 -0.544
C 2.020 2.452 -2.328
O 0.814 1.910 -1.782
C -0.167 2.770 -1.474
C -0.232 4.052 -2.020
C -1.251 4.916 -1.679
C -2.242 4.519 -0.779
C -2.189 3.267 -0.231
C -1.152 2.364 -0.546
N -1.146 1.078 0.049
N -1.979 1.005 1.021
C -2.162 -0.058 1.820
C -1.164 -1.087 2.053
O -0.130 -1.197 1.315
C -1.285 -1.966 3.164
C -2.396 -1.919 3.931
C -3.462 -0.982 3.692
C -4.599 -0.985 4.495
C -5.618 -0.075 4.270
C -5.508 0.848 3.233
C -4.387 0.867 2.427
C -3.343 -0.043 2.644
H 1.896 2.704 -3.382
H 2.773 1.676 -2.227
H 2.331 3.330 -1.763
H 0.517 4.370 -2.729
H -1.285 5.899 -2.128
H -3.055 5.185 -0.529
H -2.968 2.944 0.439
H -0.497 -2.690 3.319
H -2.513 -2.620 4.749
H -4.679 -1.706 5.299
H -6.499 -0.082 4.897
H -6.306 1.555 3.055
H -4.317 1.577 1.617
O 1.748 -0.057 -0.284
P 3.032 -0.861 -0.460
C 2.839 -2.429 0.445
P 1.511 -3.401 -0.326
O 0.496 -2.480 -0.973
C 2.212 -4.484 -1.551
C 3.139 -5.447 -1.151
C 3.686 -6.302 -2.091
C 3.294 -6.208 -3.422
C 2.360 -5.261 -3.815
C 1.816 -4.392 -2.881
C 0.753 -4.378 0.964
C -0.559 -4.802 0.744
C -1.199 -5.575 1.698
C -0.534 -5.929 2.866
C 0.770 -5.507 3.087
C 1.416 -4.730 2.137
C 4.382 0.038 0.272
C 5.495 0.431 -0.468
C 6.506 1.155 0.146
C 6.407 1.484 1.489
C 5.294 1.100 2.229
C 4.280 0.381 1.623
C 3.425 -1.302 -2.144
C 2.603 -0.882 -3.185
C 2.907 -1.239 -4.492
C 4.026 -2.015 -4.754
C 4.844 -2.446 -3.715
C 4.545 -2.094 -2.411
H 2.549 -2.163 1.465
H 3.770 -2.997 0.478
H 3.424 -5.545 -0.109
H 4.405 -7.051 -1.788
H 3.714 -6.886 -4.154
H 2.051 -5.200 -4.850
H 1.089 -3.648 -3.177
H -1.077 -4.512 -0.162
H -2.215 -5.906 1.531
H -1.034 -6.540 3.606
H 1.285 -5.786 3.997
H 2.433 -4.405 2.322
H 5.575 0.180 -1.518
H 7.371 1.463 -0.426
H 7.200 2.045 1.965
H 5.218 1.367 3.274
H 3.402 0.102 2.196
H 1.727 -0.281 -2.976
H 2.270 -0.910 -5.302
H 4.265 -2.288 -5.774
H 5.713 -3.054 -3.924
H 5.191 -2.430 -1.607
C -3.572 -2.629 -2.093
C -2.758 -1.354 -1.917
O -2.065 -1.425 -0.711
C -1.751 -1.198 -3.083
F -1.112 -2.322 -3.355
F -2.242 -0.709 -4.200
F -0.717 -0.281 -2.712
C -3.734 -0.148 -1.941
F -3.096 1.025 -2.104
F -4.631 -0.249 -2.923
F -4.394 -0.088 -0.778
H -2.902 -3.484 -2.050
H -4.120 -2.639 -3.033
H -4.278 -2.694 -1.267
```

Record 7
DFT (ωB97M-V/def2-TZVPD) results for a molecular structure, C28H28N4PPtS3Te.

Calculated values
* HOMO-LUMO gap: 5.455 eV
* charge: +1
* HOMO level: -0.354 Ha
* relative energy (zero: lowest compared OMol25 entry of this formula, charge and spin): 16.1 kcal/mol
* DFT total energy: -3225.9385 hartree
* molecular weight: 870.4 g/mol
* multiplicity: 1

The geometry in XYZ format:
```
66
C28H28N4PPtS3Te | the OMol25 dataset | ωB97M-V/def2-TZVPD
Pt -0.043 0.752 -1.346
C 0.044 5.060 -1.140
C 0.319 3.596 -1.159
N -0.548 2.685 -1.488
N -1.827 2.962 -1.873
C -2.632 1.928 -2.240
N -3.870 2.250 -2.638
S -2.144 0.315 -2.158
C 1.639 3.037 -0.798
C 2.728 3.827 -0.453
C 3.930 3.212 -0.126
C 4.006 1.830 -0.145
C 2.885 1.092 -0.494
N 1.739 1.673 -0.830
H -1.013 5.280 -0.980
H 0.361 5.530 -2.072
H 0.582 5.531 -0.320
H -2.129 3.925 -1.921
H -4.178 3.197 -2.768
H -4.499 1.512 -2.908
H 2.647 4.902 -0.436
H 4.788 3.811 0.142
H 4.917 1.309 0.105
H 2.887 0.010 -0.509
C -0.924 2.786 1.945
Te -1.528 0.758 1.556
C -0.803 0.395 3.539
C -0.703 1.741 4.208
C -0.541 1.839 5.586
C -0.443 3.076 6.198
C -0.505 4.233 5.434
C -0.664 4.142 4.062
C -0.763 2.901 3.440
H -1.673 3.485 1.572
H 0.026 2.991 1.441
H 0.168 -0.097 3.479
H -1.495 -0.266 4.055
H -0.502 0.937 6.183
H -0.326 3.140 7.271
H -0.440 5.202 5.909
H -0.723 5.045 3.465
S -2.104 -2.501 -0.011
P -0.475 -2.917 -0.997
S 0.887 -1.363 -1.377
C -0.829 -3.649 -2.617
C -0.805 -2.893 -3.782
C -1.196 -3.460 -4.986
C -1.606 -4.783 -5.028
C -1.625 -5.542 -3.865
C -1.241 -4.977 -2.662
C 0.590 -4.130 -0.185
C 0.290 -4.579 1.094
C 1.115 -5.510 1.709
C 2.235 -5.988 1.048
C 2.535 -5.538 -0.234
C 1.715 -4.613 -0.850
H -0.460 -1.867 -3.751
H -1.170 -2.870 -5.892
H -1.906 -5.228 -5.967
H -1.941 -6.576 -3.896
H -1.262 -5.572 -1.757
H -0.594 -4.204 1.594
H 0.878 -5.865 2.703
H 2.873 -6.719 1.526
H 3.406 -5.917 -0.751
H 1.942 -4.273 -1.854
```

Record 8
DFT (ωB97M-V/def2-TZVPD) results for a gas-phase ion, C8H12N3S (charge +1).

Calculated values
* HOMO-LUMO gap: 7.842 eV
* charge: +1
* SMILES string: [H]/N=C1\[NH2+][C@@]1(C)CC1=CCSN=C1
* HOMO level: -0.427 Ha
* relative energy (zero: lowest compared OMol25 entry of this formula, charge and spin): 101.4 kcal/mol
* DFT total energy: -874.0891 hartree
* molecular weight: 182.3 g/mol
* multiplicity: 1

The geometry in XYZ format:
```
24
C8H12N3S | the OMol25 dataset | ωB97M-V/def2-TZVPD
H 3.593 2.689 -0.112
N 3.249 1.720 -0.105
C 2.022 1.520 0.053
N 0.846 2.447 0.163
C 0.722 0.902 0.023
C 0.385 0.204 1.330
C 0.075 0.419 -1.255
C -1.348 0.244 -0.969
C -2.039 -0.947 -1.189
C -3.431 -1.169 -0.739
S -3.654 -0.348 0.898
N -3.078 1.185 0.597
C -2.053 1.272 -0.186
H 0.415 2.920 1.059
H 0.706 3.087 -0.604
H 1.194 0.322 2.132
H 0.159 -0.899 1.265
H -0.609 0.638 1.851
H 0.451 -0.548 -1.554
H 0.347 1.016 -2.222
H -1.634 -1.616 -1.980
H -3.965 -0.709 -1.445
H -3.649 -2.240 -0.654
H -1.578 2.266 -0.310
```

Record 9
DFT (ωB97M-V/def2-TZVPD) results for a molecular structure, C33H34Cl3GeMoN2O5.

Calculated values
* HOMO-LUMO gap (spin up / spin down): 6.898 / 6.558 eV
* charge: +1
* HOMO level (spin up / spin down): -0.393 / -0.399 Ha
* relative energy (zero: lowest compared OMol25 entry of this formula, charge and spin): 9.2 kcal/mol
* DFT total energy: -5289.2216 hartree
* molecular weight: 813.6 g/mol
* multiplicity: 3
* <S²>: 2.02

The geometry in XYZ format:
```
79
C33H34Cl3GeMoN2O5 | the OMol25 dataset | ωB97M-V/def2-TZVPD
Mo -0.320 0.506 -0.825
O 2.033 -0.495 2.483
C 1.095 -0.252 1.801
O 1.044 -0.575 0.449
C -0.227 0.294 2.224
C -0.621 0.494 3.529
C -1.951 0.849 3.758
C -2.834 0.948 2.693
C -2.345 0.732 1.415
N -1.072 0.442 1.206
C -3.134 0.723 0.127
O -4.310 0.938 0.089
O -2.346 0.429 -0.890
H 0.088 0.359 4.334
H -2.297 1.020 4.769
H -3.883 1.178 2.821
N 1.702 0.779 -1.804
C 2.828 0.995 -0.930
C 3.944 0.181 -1.014
C 4.983 0.348 -0.110
C 4.892 1.329 0.866
C 3.774 2.146 0.928
C 2.718 1.999 0.029
C 1.525 2.882 0.076
C 1.711 4.224 0.420
C 0.647 5.104 0.511
C -0.639 4.656 0.249
C -0.842 3.332 -0.107
C 0.221 2.429 -0.203
H 1.861 -0.001 -2.438
H 1.526 1.588 -2.398
H 4.004 -0.576 -1.787
H 5.858 -0.285 -0.172
H 5.691 1.458 1.582
H 3.706 2.898 1.703
H 2.716 4.588 0.593
H 0.823 6.139 0.769
H -1.482 5.333 0.305
H -1.851 3.014 -0.342
Cl -4.878 -0.974 -6.385
C -3.602 -0.486 -5.325
C -3.666 0.751 -4.705
C -2.648 1.132 -3.851
Cl -2.697 2.696 -3.117
C -1.566 0.293 -3.587
O -0.563 0.652 -2.774
C -1.529 -0.930 -4.253
Cl -0.152 -1.968 -4.000
C -2.529 -1.335 -5.115
H -4.500 1.414 -4.887
H -2.472 -2.290 -5.617
C 2.796 -6.789 -0.603
C 2.764 -5.280 -0.404
C 2.276 -4.885 0.986
C 2.311 -3.376 1.252
Ge 1.331 -2.413 -0.116
C -0.495 -2.954 -0.536
C -1.573 -2.873 0.551
C -1.104 -3.207 1.962
C -2.243 -3.161 2.971
H 3.138 -7.050 -1.603
H 1.805 -7.223 -0.462
H 3.470 -7.258 0.116
H 2.115 -4.833 -1.170
H 3.761 -4.859 -0.570
H 2.894 -5.379 1.740
H 1.261 -5.268 1.131
H 3.333 -2.993 1.232
H 1.902 -3.140 2.234
H 2.150 -2.195 -1.390
H -0.349 -4.005 -0.822
H -0.815 -2.474 -1.464
H -2.379 -3.559 0.278
H -2.028 -1.879 0.548
H -0.318 -2.505 2.270
H -0.645 -4.200 1.972
H -2.726 -2.181 2.975
H -1.892 -3.369 3.982
H -3.007 -3.900 2.722
```

Record 10
DFT (ωB97M-V/def2-TZVPD) results for a molecular structure, C23H49InN4P3Se.

Calculated values
* HOMO-LUMO gap: 2.684 eV
* charge: +3
* HOMO level: -0.535 Ha
* relative energy (zero: lowest compared OMol25 entry of this formula, charge and spin): 123.7 kcal/mol
* DFT total energy: -4739.2643 hartree
* molecular weight: 668.4 g/mol
* multiplicity: 1

The geometry in XYZ format:
```
81
C23H49InN4P3Se | the OMol25 dataset | ωB97M-V/def2-TZVPD
In 0.000 0.000 0.000
P -2.221 -0.098 -0.609
P 0.168 -2.304 -0.248
P -0.004 2.296 -0.303
H 1.602 -0.871 -2.198
C 1.492 0.030 -1.592
C 2.143 0.074 -0.290
H 2.704 -0.794 0.043
C -2.679 -0.143 -2.414
C -3.295 -1.508 -0.045
C -3.418 1.230 -0.095
C 1.853 -3.070 -0.258
C -0.628 -3.532 0.894
C -0.420 -2.976 -1.870
C 1.620 3.184 -0.349
C -0.875 3.460 0.846
C -0.664 2.911 -1.918
H 1.532 0.918 -2.225
H 2.636 0.992 0.018
H -3.765 -0.192 -2.564
H -2.209 -1.009 -2.886
H -2.287 0.750 -2.906
H -4.325 -1.378 -0.398
H -3.295 -1.544 1.049
H -2.921 -2.464 -0.418
H -4.432 0.989 -0.436
H -3.136 2.198 -0.515
H -3.420 1.315 0.996
H 1.764 -4.148 -0.433
H 2.344 -2.902 0.704
H 2.471 -2.631 -1.045
H -0.714 -4.507 0.402
H -1.617 -3.198 1.206
H -0.005 -3.646 1.784
H -0.144 -4.030 -1.985
H 0.025 -2.389 -2.677
H -1.507 -2.890 -1.944
H 1.449 4.246 -0.554
H 2.259 2.769 -1.132
H 2.135 3.081 0.609
H -0.832 4.485 0.459
H -0.389 3.436 1.825
H -1.918 3.170 0.976
H -0.497 3.988 -2.032
H -1.735 2.712 -1.994
H -0.160 2.375 -2.726
C 0.917 0.099 -6.494
C 2.004 -0.089 -5.634
C 3.303 -0.031 -6.137
C 3.529 0.213 -7.492
C 2.441 0.399 -8.346
C 1.138 0.344 -7.854
Se -0.903 0.034 -5.879
H -0.544 -0.234 -4.476
H 1.842 -0.279 -4.577
H 4.142 -0.178 -5.462
H 4.543 0.257 -7.879
H 2.603 0.590 -9.404
H 0.299 0.490 -8.528
C -0.068 1.273 2.895
N -0.095 -0.068 2.289
C -1.280 -0.748 2.879
N -1.190 -0.829 4.354
C -1.135 0.529 4.912
N 0.036 1.236 4.369
C 1.260 0.518 4.752
N 1.225 -0.848 4.207
C 1.137 -0.776 2.737
C 0.040 -1.552 4.731
H -1.038 1.748 2.663
H 0.802 1.839 2.494
H -1.361 -1.754 2.524
H -2.218 -0.229 2.586
H -1.083 0.490 6.023
H -2.069 1.082 4.667
H 2.156 1.062 4.377
H 1.358 0.491 5.861
H 1.171 -1.800 2.335
H 2.044 -0.262 2.350
H 0.108 -1.640 5.839
H 0.010 -2.594 4.341
```